The following is a DFT calculation (ωB97M-V with the def2-TZVPD basis set) of F2H4NPSi in the gas phase.

Properties
- 2S+1 = 1
- SMILES = FP(F)N[SiH3]
- net charge = 0
- HOMO level (eV) = -9.42
- E_LUMO (eV) = 0.5

Atoms and positions in Å:
F1 -0.082 1.165 2.772
P1 -0.093 -0.152 1.897
F2 -1.636 -0.090 1.596
N1 0.608 0.487 -0.025
Si1 0.022 -0.432 -1.263
H1 1.640 0.446 0.122
H2 0.630 0.518 -2.208
H3 -1.499 -0.197 -1.044
H4 0.411 -1.745 -1.847

What are the Mulliken partial charges on each atom? They are as follows, in elementary charge units:
1. F -0.20
2. P 0.57
3. F -0.19
4. N -0.46
5. Si 0.29
6. H 0.28
7. H -0.10
8. H -0.09
9. H -0.10

The following is a DFT calculation (ωB97M-V with the def2-TZVPD basis set) of 2 unconnected molecules or ions with the total composition F2HISi.

Properties
- 2S+1 = 1
- net charge = 0
- HOMO level (eV) = -10.04
- E_LUMO (eV) = -1.3

Atoms and positions in Å:
F1 0.266 -0.477 -1.722
F2 0.177 -1.441 0.538
Si1 -0.028 -0.066 -0.230
I1 1.549 1.603 0.503
H1 -1.964 0.381 0.911

What are the Mulliken partial charges on each atom? They are as follows, in elementary charge units:
1. F -0.18
2. F -0.19
3. Si 0.35
4. I 0.04
5. H -0.02

The following is a DFT calculation (ωB97M-V with the def2-TZVPD basis set) of a molecular structure, F2HNO5RbS2.

Properties
- 2S+1 = 1
- net charge = -1
- HOMO level (eV) = -4.07
- E_LUMO (eV) = 1.4

Atoms and positions in Å:
Rb1 -1.262 -0.958 -3.493
N1 0.054 0.123 1.203
S1 0.974 -0.535 0.086
O1 2.373 -0.441 0.357
O2 0.600 -0.335 -1.278
F1 0.631 -2.063 0.326
S2 0.571 1.623 1.394
O3 0.603 2.383 0.191
O4 1.652 1.731 2.308
F2 -0.684 2.190 2.163
O5 -2.961 -1.483 -1.408
H1 -2.551 -2.237 -1.848

What are the Mulliken partial charges on each atom? They are as follows, in elementary charge units:
1. Rb 0.90
2. N -0.32
3. S 1.07
4. O -0.61
5. O -0.53
6. F -0.26
7. S 1.09
8. O -0.59
9. O -0.57
10. F -0.25
11. O -0.99
12. H 0.06

The following is a DFT calculation (ωB97M-V with the def2-TZVPD basis set) of a molecular structure, F2NO3S.

Properties
- 2S+1 = 1
- net charge = -1
- HOMO level (alpha / beta) (eV) = -5.19 / -5.19
- E_LUMO (alpha / beta) (eV) = 2.9 / 2.9

Atoms and positions in Å:
N1 1.309 0.123 -0.427
O1 -0.905 -1.130 0.768
O2 1.666 -0.890 0.081
O3 -1.368 -0.065 -1.410
F1 1.811 1.327 0.563
F2 -2.333 0.955 0.546
S1 -0.901 0.061 -0.037

What are the Mulliken partial charges on each atom? They are as follows, in elementary charge units:
1. N 0.34
2. O -0.56
3. O -0.22
4. O -0.59
5. F -0.43
6. F -0.43
7. S 0.89

The following is a DFT calculation (ωB97M-V with the def2-TZVPD basis set) of a molecular structure, F2NO4S2Sn.

Properties
- 2S+1 = 1
- net charge = +1
- HOMO level (eV) = -14.04
- E_LUMO (eV) = -9.7

Atoms and positions in Å:
Sn1 -1.633 -2.227 2.123
N1 -0.319 -0.587 0.133
S1 -0.031 -0.126 -1.302
O1 1.159 -0.552 -2.046
O2 -0.626 1.115 -1.772
F1 -1.067 -1.167 -1.939
S2 0.481 0.736 0.816
O3 -0.467 1.766 1.309
O4 1.850 1.152 0.484
F2 0.652 -0.111 2.193

What are the Mulliken partial charges on each atom? They are as follows, in elementary charge units:
1. Sn 1.71
2. N -0.16
3. S 0.89
4. O -0.49
5. O -0.46
6. F -0.31
7. S 1.06
8. O -0.51
9. O -0.42
10. F -0.30

The following is a DFT calculation (ωB97M-V with the def2-TZVPD basis set) of a molecular structure, F3NOS2.

Properties
- 2S+1 = 1
- net charge = 0
- HOMO level (eV) = -11.70
- E_LUMO (eV) = -1.7

Atoms and positions in Å:
N1 2.453 0.844 0.672
O1 0.180 0.665 -0.438
F1 -0.180 -1.100 -1.863
F2 -0.643 -1.487 0.502
F3 -1.861 0.679 0.754
S1 1.084 0.544 0.951
S2 -1.032 -0.147 -0.578

What are the Mulliken partial charges on each atom? They are as follows, in elementary charge units:
1. N -0.22
2. O -0.14
3. F -0.39
4. F -0.28
5. F -0.37
6. S 0.51
7. S 0.89

The following is a DFT calculation (ωB97M-V with the def2-TZVPD basis set) of a molecular structure, F4H4N2O14PS4Tl.

Properties
- 2S+1 = 1
- net charge = -2
- HOMO level (eV) = -4.05
- E_LUMO (eV) = -0.1

Atoms and positions in Å:
Tl1 0.688 0.332 0.291
N1 -0.966 0.379 2.677
S1 -2.064 1.320 3.071
O1 -2.347 1.513 4.485
O2 -3.159 1.424 2.116
F1 -1.229 2.664 2.764
S2 -1.714 -0.987 3.390
O3 -3.142 -1.240 3.141
O4 -1.055 -1.438 4.596
F2 -0.982 -1.973 2.316
N2 0.303 0.140 -2.625
S3 -0.203 -1.058 -3.712
O5 0.585 -1.151 -4.959
O6 -1.618 -1.347 -3.753
F3 0.331 -2.239 -2.774
S4 -0.134 1.322 -3.542
O7 -1.576 1.492 -3.684
O8 0.748 1.840 -4.579
F4 0.047 2.431 -2.340
P1 4.127 -0.662 0.754
O9 4.564 -1.867 1.664
O10 5.316 -0.005 0.008
O11 3.368 0.354 1.708
O12 3.039 -1.143 -0.280
O13 0.498 -2.549 -0.039
H1 1.108 -3.040 -0.589
H2 -0.319 -3.047 -0.081
O14 -1.157 2.560 0.090
H3 -2.053 2.472 -0.234
H4 -1.003 3.505 0.117

What are the Mulliken partial charges on each atom? They are as follows, in elementary charge units:
1. Tl 0.85
2. N -0.08
3. S 1.08
4. O -0.64
5. O -0.62
6. F -0.31
7. S 0.96
8. O -0.55
9. O -0.60
10. F -0.23
11. N -0.03
12. S 0.97
13. O -0.60
14. O -0.56
15. F -0.23
16. S 0.95
17. O -0.61
18. O -0.60
19. F -0.30
20. P 0.79
21. O -0.39
22. O -0.43
23. O -0.36
24. O -0.55
25. O -0.44
26. H 0.25
27. H 0.25
28. O -0.48
29. H 0.27
30. H 0.23

The following is a DFT calculation (ωB97M-V with the def2-TZVPD basis set) of 11 unconnected molecules or ions with the total composition F6H20O10P.

Properties
- 2S+1 = 1
- net charge = -1
- HOMO level (eV) = -8.49
- E_LUMO (eV) = 2.8

Atoms and positions in Å:
P1 -0.963 -0.019 -0.191
F1 -1.665 -1.371 0.303
F2 0.427 -0.678 0.235
F3 -0.776 -0.615 -1.666
F4 -0.336 1.402 -0.624
F5 -2.453 0.507 -0.604
F6 -1.193 0.582 1.403
O1 -3.270 2.505 1.829
H1 -2.800 1.789 2.202
H2 -3.403 2.218 0.917
O2 3.332 0.149 -1.779
H3 3.446 0.571 -0.933
H4 2.508 0.505 -2.151
O3 -0.126 -3.685 -0.665
H5 0.490 -3.405 -1.356
H6 -0.376 -2.872 -0.190
O4 1.589 0.218 2.732
H7 0.687 0.513 2.650
H8 1.495 -0.568 3.291
O5 3.667 1.194 0.864
H9 2.880 1.108 1.386
H10 3.882 2.129 0.872
O6 -1.052 3.600 -2.440
H11 -1.204 3.882 -1.525
H12 -1.461 2.736 -2.548
O7 -3.029 -3.541 -1.777
H13 -3.379 -3.114 -0.965
H14 -2.085 -3.573 -1.601
O8 -0.872 3.884 0.812
H15 -0.540 3.020 0.560
H16 -1.595 3.665 1.360
O9 0.316 -2.311 2.762
H17 -0.270 -1.726 2.276
H18 0.770 -2.725 2.037
O10 2.573 -2.299 -2.760
H19 1.690 -2.113 -2.378
H20 3.099 -1.564 -2.336

What are the Mulliken partial charges on each atom? They are as follows, in elementary charge units:
1. P 1.41
2. F -0.47
3. F -0.20
4. F -0.29
5. F -0.46
6. F -0.40
7. F -0.46
8. O -0.69
9. H 0.34
10. H 0.34
11. O -0.70
12. H 0.37
13. H 0.32
14. O -0.70
15. H 0.32
16. H 0.29
17. O -0.66
18. H 0.27
19. H 0.33
20. O -0.69
21. H 0.36
22. H 0.32
23. O -0.66
24. H 0.35
25. H 0.31
26. O -0.66
27. H 0.31
28. H 0.39
29. O -0.70
30. H 0.30
31. H 0.40
32. O -0.71
33. H 0.34
34. H 0.35
35. O -0.68
36. H 0.27
37. H 0.44

The following is a DFT calculation (ωB97M-V with the def2-TZVPD basis set) of a molecular structure, F6H20O10P.

Properties
- 2S+1 = 1
- net charge = -1
- HOMO level (eV) = -5.60
- E_LUMO (eV) = 2.5

Atoms and positions in Å:
P1 0.414 0.388 -0.083
F1 0.947 0.379 -1.620
F2 1.345 -0.891 0.259
F3 1.486 1.519 0.276
F4 -0.290 0.465 1.356
F5 -0.567 1.578 -0.707
F6 -0.667 -0.681 -0.590
O1 1.184 -1.393 2.366
H1 2.036 -1.787 2.549
H2 1.279 -1.010 1.494
O2 -2.389 -1.453 -1.041
H3 -2.475 -1.413 -0.088
H4 -1.976 -0.623 -1.280
O3 0.413 -1.676 -2.379
H5 -0.107 -2.222 -1.790
H6 0.554 -0.864 -1.892
O4 -0.280 3.540 -1.158
H7 -0.398 2.651 -0.824
H8 0.104 4.022 -0.426
O5 -1.703 0.379 -2.143
H9 -1.009 0.629 -1.532
H10 -2.421 0.982 -1.951
O6 -2.625 0.108 0.535
H11 -1.781 0.353 0.913
H12 -3.245 0.738 0.903
O7 0.942 -3.203 0.410
H13 0.345 -3.350 -0.324
H14 1.367 -2.369 0.210
O8 3.156 0.180 -1.184
H15 3.405 0.333 -0.272
H16 2.204 0.083 -1.159
O9 -1.025 -1.593 1.603
H17 -0.181 -1.746 2.028
H18 -0.885 -0.813 1.065
O10 1.164 2.793 2.457
H19 0.712 2.269 1.796
H20 0.967 3.700 2.221

What are the Mulliken partial charges on each atom? They are as follows, in elementary charge units:
1. P 1.89
2. F -0.43
3. F -0.17
4. F -0.30
5. F -0.51
6. F -0.44
7. F -0.42
8. O -0.70
9. H 0.33
10. H 0.29
11. O -0.95
12. H 0.32
13. H 0.73
14. O -0.78
15. H 0.22
16. H 0.55
17. O -0.80
18. H 0.54
19. H 0.20
20. O -0.83
21. H 0.47
22. H 0.34
23. O -0.60
24. H 0.42
25. H 0.30
26. O -0.66
27. H 0.30
28. H 0.44
29. O -0.74
30. H 0.29
31. H 0.45
32. O -0.73
33. H 0.69
34. H -0.65
35. O -0.66
36. H 0.31
37. H 0.28

The following is a DFT calculation (ωB97M-V with the def2-TZVPD basis set) of a molecular structure, F6KP.

Properties
- 2S+1 = 2
- net charge = +1
- HOMO level (alpha / beta) (eV) = -19.01 / -18.41
- E_LUMO (alpha / beta) (eV) = -4.1 / -12.2

Atoms and positions in Å:
K1 2.729 1.216 0.387
P1 -0.360 -0.155 -0.031
F1 0.811 -0.980 0.607
F2 0.572 0.204 -1.415
F3 -0.856 -1.553 -0.771
F4 -1.570 0.682 -0.702
F5 -1.423 -0.559 1.107
F6 0.097 1.146 0.818

What are the Mulliken partial charges on each atom? They are as follows, in elementary charge units:
1. K 0.99
2. P 1.11
3. F -0.25
4. F -0.28
5. F -0.01
6. F -0.19
7. F -0.05
8. F -0.31